This record from OMol25 describes H28NeO14 as an isolated structure in a non-equilibrium geometry. The level of theory is ωB97M-V/def2-TZVPD.

Output
E_HOMO   -10.40 eV
LUMO level   -0.48 eV
Energy   -1199.136215 Eh
Kohn-Sham gap   9.922 eV
Total charge   0

Geometry as XYZ:
```
43
Properties=species:S:1:pos:R:3:forces:R:3:nbo_charge:R:1
Ne 0.013495 0.137149 0.097085 0.0 0.0 -0.1 -0.001
O -1.576041 0.401313 2.343040 -0.1 -0.3 0.2 -0.976
O -3.609465 -1.643259 -0.138167 -0.2 0.1 0.0 -0.955
O -0.841769 -3.561310 0.585292 -0.1 0.0 1.2 -0.988
O 2.513876 3.512096 2.102144 -0.1 0.4 0.6 -0.966
O 2.750621 1.736866 -0.101728 0.2 0.8 0.1 -0.997
O 2.567356 -1.024830 2.709500 0.9 0.0 0.1 -0.975
O 0.956128 2.420474 -2.240495 -0.4 0.3 0.2 -0.951
O -2.456636 3.026511 1.157431 -0.3 -0.6 0.7 -0.975
O -2.574696 -1.871240 -2.615828 0.1 0.1 -0.6 -0.955
O -0.084815 -1.874267 2.687687 0.5 -0.1 0.8 -1.009
O 3.024365 -1.044015 0.139022 0.3 0.1 -1.7 -1.002
O -1.526759 3.803446 -1.358433 -0.2 0.1 0.0 -0.964
O 1.583090 -1.765746 -2.269088 -0.1 0.2 -0.6 -0.963
O -0.450879 -3.459290 -2.132789 -0.2 -1.3 0.4 -1.004
H -0.098222 -2.553003 2.012867 -0.1 -0.5 -0.5 0.505
H 0.406686 1.965293 -2.878589 0.0 -0.5 -0.2 0.489
H 2.112104 1.992807 -0.767340 -0.3 0.0 -0.3 0.484
H 1.717209 -1.397802 2.942702 -1.1 -0.4 0.0 0.514
H 2.319258 -2.221721 -2.676987 0.2 -0.1 -0.2 0.475
H -2.935079 -1.712232 -1.743430 -0.3 -0.2 0.7 0.496
H -1.792159 -3.633360 0.673600 -0.1 -0.1 0.1 0.461
H 2.226229 4.361831 1.768320 0.0 0.2 0.0 0.455
H 0.352913 -2.945603 -2.212042 0.5 0.4 0.0 0.488
H -2.500151 -1.000807 -3.006999 0.1 0.1 -0.2 0.466
H -1.817296 3.373770 1.779426 0.1 0.2 0.2 0.470
H 1.329074 3.156056 -2.726342 0.3 0.3 -0.2 0.486
H -0.759234 -1.251921 2.415539 -0.2 0.5 -0.2 0.496
H 2.856881 -1.215666 1.065692 -0.5 0.1 1.4 0.515
H -3.747293 -0.710643 0.027541 0.0 0.3 0.2 0.484
H 3.976321 -1.096018 0.053555 0.3 -0.1 -0.1 0.476
H -0.680805 -3.647739 -0.354309 0.4 0.0 -1.2 0.507
H 2.501793 -0.103176 2.959482 0.1 0.3 0.0 0.483
H 2.884834 0.800100 -0.245561 0.0 -0.7 0.3 0.500
H -2.067076 4.012144 -2.120499 -0.3 0.1 -0.1 0.478
H -1.341247 0.773118 3.193256 0.1 0.0 0.3 0.477
H -3.743451 -2.060570 0.712801 0.0 -0.2 0.2 0.492
H -0.735341 3.409934 -1.725890 0.6 -0.3 0.1 0.488
H -2.070267 3.193495 0.297739 0.2 0.2 -0.7 0.500
H -1.971433 1.129383 1.863662 -0.3 0.6 -0.4 0.501
H 2.549228 2.949737 1.328367 0.2 -0.7 -0.5 0.496
H 1.894079 -1.545337 -1.391053 0.4 0.2 0.8 0.510
H -1.155425 -2.815968 -2.210182 -0.5 0.4 -0.5 0.489
```
Forces are in eV/Å.